DFT (wB97M-V/def2-TZVPD) results for a structure of composition C45H60KN10S2Si.

The value obtained for the largest force on an atom is 0.015 Eh/bohr. The molecular weight comes out at 872.4 g mol⁻¹. The HOMO energy is -0.0949 hartree. As for the energy above the lowest of the compared OMol25 structures with the same formula, charge and spin: 0.0 kJ/mol. Its charge is -1.

XYZ file:
```
119
Properties=species:S:1:pos:R:3:forces:R:3:mulliken_charge:R:1
H -3.92717 -0.79975 1.08623 0.04 -0.06 0.01 0.07
N -3.08385 -1.43410 -2.59737 -0.08 0.03 0.10 -0.36
H -2.31497 -3.63338 -4.37141 -0.01 -0.01 -0.01 0.22
H 2.22487 -3.73488 2.60217 0.02 0.00 -0.06 0.29
C 1.12930 -5.90407 0.62581 -0.15 -0.11 -0.02 -1.11
H 0.49153 -5.87494 1.51116 0.04 -0.01 -0.03 0.28
H -3.98991 2.41566 4.71572 0.01 -0.01 -0.02 0.49
H -1.36900 -2.17408 -0.70560 0.20 -0.08 -0.06 -1.75
H 3.74889 -5.11769 -1.04669 -0.06 0.04 -0.01 0.28
H -1.76977 -4.59500 -0.89156 -0.04 0.02 0.05 0.49
C 0.84178 2.42873 -3.25038 -0.09 -0.01 -0.04 -0.56
C 4.04503 1.60693 1.13652 -0.04 0.00 0.01 0.51
H 0.55133 -6.34447 -0.18992 0.02 0.01 0.05 0.30
Si 1.76595 -4.19440 0.20559 0.22 0.06 0.05 0.25
H -0.64455 -1.64138 -3.51230 -0.01 0.00 -0.01 0.03
H 5.67136 0.50535 2.00671 -0.01 0.03 0.00 0.45
C 2.83307 -3.72181 1.69107 0.06 0.07 0.06 -0.83
H -3.85650 -1.79379 -5.14100 -0.01 0.02 0.00 0.24
H 2.35302 -4.86971 -2.11140 0.03 0.02 0.04 0.35
C -1.54928 -4.13199 0.06829 -0.18 0.13 -0.04 -1.24
H -2.26326 -5.74508 1.22643 -0.02 0.00 -0.01 0.27
C -0.89640 -2.77032 0.08145 0.27 -0.09 0.11 2.28
N -2.67141 2.40398 1.63416 -0.39 -0.21 -0.05 0.86
H -4.83709 2.70024 -2.45350 0.00 0.01 0.04 0.41
H 6.76347 2.53736 2.91299 -0.01 -0.01 -0.01 0.38
H 5.73647 4.75739 2.55215 0.00 -0.01 0.00 0.39
C 0.09309 2.76354 2.37629 -0.04 -0.08 -0.05 0.91
S -5.37915 -2.25690 -1.88452 0.07 -0.03 -0.03 -0.33
H 0.27297 5.61463 -0.15057 -0.02 -0.02 -0.01 0.52
C -3.26092 3.49674 1.15344 0.10 -0.03 -0.01 -0.28
H 6.62997 -1.06141 -3.77409 0.00 0.00 0.01 0.37
C 5.83930 2.62212 2.35490 0.00 -0.03 -0.01 -0.64
H -0.24719 -0.21867 -2.90329 -0.09 0.17 -0.06 -0.03
C -1.20726 3.92804 -3.76621 -0.08 0.00 0.09 -1.30
C -1.58468 -4.10007 2.48818 0.09 -0.07 -0.10 -1.30
H -3.37259 4.53216 -3.69752 0.00 -0.03 -0.02 0.45
H -5.59322 -1.07660 0.80376 0.00 0.06 0.00 0.25
C 0.63879 -2.76382 -0.25183 -0.44 -0.29 0.15 1.24
C -2.91958 2.03549 2.88780 0.18 0.08 0.03 0.26
N -0.87749 0.50569 3.03192 -0.22 0.27 0.07 1.63
C -3.81004 2.73768 3.69722 0.03 0.01 0.04 -1.23
H 1.99174 -6.55068 0.83007 -0.02 0.05 -0.02 0.38
C -3.98061 2.15819 -2.04382 0.07 0.01 -0.02 -0.48
C -0.02042 3.51804 0.21128 -0.02 -0.01 0.05 -0.63
H 0.46176 4.22271 3.91136 0.01 -0.01 -0.01 0.46
N -3.21709 -1.05400 -1.28597 0.10 -0.07 -0.13 0.33
H -0.10686 1.97608 4.36313 0.01 0.01 0.02 0.40
H 3.32536 -3.48824 -1.61769 0.00 -0.04 -0.02 0.24
C 0.24019 4.82883 0.59298 0.01 0.02 0.06 -0.98
H 1.05296 1.15427 3.32500 -0.01 -0.02 0.02 0.52
C -4.45654 3.84632 3.17897 -0.01 0.04 -0.03 -0.57
N -1.50200 2.11024 -2.43249 0.18 -0.27 0.02 0.30
N -4.64113 -1.28232 0.55927 -0.01 -0.01 -0.04 -0.44
H 1.04524 -1.87888 0.25725 0.04 -0.11 -0.14 -1.34
N 0.15974 -1.05554 -3.31256 -0.01 -0.04 0.04 -0.47
N -0.06686 2.50912 1.08101 0.31 0.65 0.14 1.71
C 5.22858 1.48405 1.85048 0.09 0.00 0.00 -0.55
H 1.80678 1.05393 -0.85480 0.12 0.05 0.12 -0.95
C -0.60084 2.83495 -3.15662 -0.10 0.12 0.07 0.46
H -2.35831 0.79146 4.51928 -0.03 0.01 0.03 0.39
H -2.98474 3.77746 0.13876 -0.05 -0.04 0.03 0.45
H 6.39140 -2.65882 -1.90273 -0.01 0.00 0.00 0.42
C 5.26085 3.87044 2.15216 -0.04 0.01 -0.03 -0.50
H 5.38531 1.07827 -3.74271 -0.01 -0.02 0.00 0.42
H 0.98577 1.54835 -3.88576 0.03 0.01 0.04 0.23
H 3.25440 -2.71623 1.59567 -0.02 -0.05 0.01 0.09
H 1.25688 2.18023 -2.26542 -0.01 0.07 -0.06 -0.37
C -0.40790 -0.69683 3.74986 0.01 -0.07 -0.12 -1.27
H 0.76603 -2.57962 -1.32451 0.05 -0.03 0.02 0.66
C -1.83772 -4.74420 1.23394 0.09 0.06 0.08 -0.69
C 2.91554 -4.44227 -1.27422 0.10 0.01 -0.04 -1.15
H 3.60629 4.94702 1.30201 0.00 -0.02 0.00 0.45
C 4.06925 3.97905 1.44939 0.02 -0.02 0.01 -0.64
C 5.28585 0.37929 -2.92187 -0.01 0.02 0.02 -0.77
C 0.43440 5.09100 1.94036 -0.01 -0.01 -0.03 -0.98
C -1.30630 -2.73074 2.43023 0.09 -0.06 -0.07 0.62
H -0.73001 4.66178 -4.40318 0.01 0.00 0.02 0.45
H 4.89507 -2.12141 -0.00192 -0.01 0.02 -0.02 0.37
H -3.71164 -4.64418 -4.00279 0.02 0.02 0.00 0.31
C -2.25905 0.78134 3.41833 0.09 0.00 -0.01 -0.89
C 5.98917 -0.82167 -2.93498 -0.02 0.01 0.02 -0.43
K -0.86631 0.25943 0.08058 -0.56 -0.16 -0.49 1.35
H -0.23915 3.26798 -0.82799 0.05 0.04 0.10 0.01
N 1.78532 0.49065 -0.00415 0.26 -0.11 -0.10 0.92
C 3.45239 2.84033 0.94378 -0.04 0.07 0.02 -0.10
C 4.45504 0.68460 -1.85761 0.00 0.03 -0.09 -0.34
C 0.34673 4.04607 2.84840 -0.02 0.04 0.02 -1.13
H 0.63621 6.09884 2.28403 -0.01 0.00 0.01 0.45
C 4.33207 -0.21724 -0.80942 0.01 -0.01 0.04 0.79
C -3.35081 -3.83694 -4.64255 -0.04 0.03 0.01 -0.99
H 0.56218 -0.96249 3.32122 -0.01 0.03 0.00 0.33
H 3.65736 -4.43203 1.82303 -0.05 0.04 0.02 0.31
H -0.24511 -0.42277 4.80979 0.01 0.02 0.02 0.57
H -1.77433 -4.59611 3.43204 -0.01 0.03 0.00 0.35
C -2.57826 3.85780 -3.40300 0.11 0.01 0.03 -1.01
C 0.04885 1.59091 3.33909 -0.02 -0.01 -0.05 -1.86
S 3.19209 0.12298 0.54085 0.07 0.05 -0.03 0.01
H -4.04551 2.20561 -0.95068 0.02 -0.05 -0.06 -0.06
H -3.37958 -4.17690 -5.67929 0.00 -0.01 0.02 0.36
C 5.85853 -1.71667 -1.88554 0.01 0.01 0.00 -0.58
H 3.89763 1.61600 -1.84966 0.02 -0.03 0.01 0.24
C -2.70534 2.72868 -2.59825 0.06 0.04 -0.04 0.31
C -4.11005 -2.04525 -3.06684 -0.13 0.03 0.12 0.30
H -5.16976 4.39600 3.78079 0.01 0.02 0.02 0.39
H -4.08150 1.10616 -2.31702 -0.02 0.02 -0.03 -0.17
N -1.10310 -2.03144 1.33696 -0.26 -0.17 0.13 0.47
H -0.88281 -2.61162 4.50304 -0.01 0.00 0.04 0.47
C -4.16929 4.24742 1.88406 -0.02 0.03 0.01 -1.28
H 2.50167 2.90202 0.42524 0.04 -0.01 0.02 0.05
C -4.20137 -2.57620 -4.46415 0.09 -0.06 0.04 -0.53
C 5.02340 -1.41599 -0.81480 0.03 -0.06 0.02 -0.46
H 0.55290 -0.76924 -4.20176 -0.03 -0.01 -0.02 0.25
C -4.33614 -1.43499 -0.76479 -0.03 -0.03 0.00 0.18
H -5.24350 -2.78989 -4.70560 -0.02 0.04 -0.03 0.36
C -1.28473 -1.94831 3.73260 0.01 0.06 -0.12 -1.45
H -2.30672 -1.72270 4.04785 -0.01 -0.01 0.04 0.25
H -2.85700 -0.06081 3.05928 0.02 -0.02 0.04 0.27
H 1.44226 3.23921 -3.67059 0.01 0.00 0.02 0.38
H -4.63969 5.11672 1.44355 0.02 -0.01 0.00 0.48
```
Forces are in eV/Å.